No. 1
Molecular formula: C26H48Cl2CsNO4SSi3
Method: DFT, the ωB97M-V functional and the def2-TZVPD basis

Structure (ORCA input):
```
! RIJCOSX wB97M-V def2-TZVPD def2/J DEFGRID3
* xyz -2 1
N 1.7585 -0.8292 -1.5738
H -1.7957 5.9843 -2.2238
S -0.8390 0.7220 -4.5828
H -0.2834 3.7419 0.4046
H 0.3640 -0.5767 5.0100
C 2.1064 -0.1400 -2.6562
C -4.7948 -0.8583 -0.7530
H -0.1486 1.9323 -6.5220
C -1.1720 -3.1573 2.4184
H 0.4971 -4.0885 4.9176
C 3.2252 -0.0597 4.0485
H -0.9504 -4.0616 1.8499
H -3.1586 1.0236 -4.3170
C 3.7327 0.5178 1.2012
H 0.7797 -4.7032 0.6049
C -3.5387 -2.7279 -0.4035
H 1.5968 -4.4456 3.5760
H 1.2149 1.3773 -5.5178
C 1.1964 -3.6418 4.2019
H -0.0458 -3.4650 -0.3459
H 3.5823 0.3869 -4.1250
Si 2.1197 -2.5761 0.5962
H -2.3201 2.5834 -4.5122
C 1.1988 1.4973 2.4281
H -2.5982 1.5099 -5.9482
H -5.3707 0.0431 -0.5824
C 3.9415 -1.7715 -1.5505
H 0.2515 2.7918 -4.9766
C -4.1756 -1.6462 0.2369
H 3.4599 -4.1769 1.9269
H 4.5286 -2.9397 1.2787
H 4.6595 -2.4288 -1.0772
H 4.2127 1.3819 1.6747
C -4.5390 -1.4503 -2.0026
C -2.3956 1.5613 -4.8771
Cs -1.5893 -0.3076 -1.2705
H -4.1944 -1.4605 1.3035
H -3.0367 2.7946 -0.5320
Si 2.3282 -0.0329 2.3614
C -1.4778 3.2867 -1.9860
H -3.4163 5.2685 -2.1045
H -1.0610 2.7793 2.4816
H 3.3834 0.8283 0.2140
C -0.3709 -1.0989 4.3941
Cl -2.2267 0.8376 1.8869
C 3.3584 -0.2093 -3.2496
C -3.7611 -2.6051 -1.7883
C 4.2938 -1.0599 -2.6851
H 3.9943 -4.2810 0.2402
H 3.6834 0.9141 4.2562
H 4.0210 -0.8105 4.0118
H -3.3872 -3.2704 -2.5571
C 2.6690 -1.6320 -0.9899
H -0.9978 -0.3490 3.9102
H 0.7368 1.6328 1.4448
H 2.5762 -0.3122 4.8891
C -1.9292 4.2870 -0.8923
H -2.9669 -3.5066 0.0858
Cl -2.4343 2.4276 4.3514
C 0.9336 -3.8806 -0.0978
H -1.0573 5.2902 0.8035
H -1.8282 -3.4411 3.2488
H -2.7960 6.2546 -0.7714
H -1.0135 -1.6817 5.0627
O -1.9927 2.1372 -1.9144
H -1.7414 -2.4926 1.7631
H 1.3673 -4.2981 -1.0120
H 1.3476 0.5216 -3.0577
C 1.4877 -1.5564 1.9184
H -4.8828 -1.0861 -2.9640
H 4.4974 -0.2500 1.0570
H 2.0338 -3.2097 4.7574
H 0.0252 5.1585 -0.6051
C 3.6835 -3.5899 1.0318
Si 0.3645 -2.3008 3.1222
H -2.7860 3.1025 2.1042
C -2.5176 5.5330 -1.5441
C -2.0856 2.4433 2.6013
O -2.9261 3.6636 -0.0925
H 5.2852 -1.1586 -3.1137
C 0.2274 1.8365 -5.5027
O -0.6585 3.6860 -2.8331
H 1.7613 2.4037 2.6749
C -0.7340 4.6431 -0.0165
H 0.3980 1.3774 3.1636
O -0.8876 -0.5366 -5.3862
*
```

HOMO level = -1.8 eV
Kohn-Sham gap = 0.2041 hartree
Lowest unoccupied orbital energy = 0.139 Eh

Mulliken population analysis, charges in e, atoms 1 to 5:
1. N 0.562
2. H 0.297
3. S 0.926
4. H -0.057
5. H 0.232



No. 2
Molecular formula: C26H48CoOP2
Method: DFT, the ωB97M-V functional and the def2-TZVPD basis

Structure (ORCA input):
```
! RIJCOSX wB97M-V def2-TZVPD def2/J DEFGRID3
* xyz 1 5
C 2.5581 1.7887 -0.5882
H 1.5511 -1.0997 3.9408
C -1.6545 -1.4684 -1.6503
H 3.1503 -0.4697 2.9126
C 0.3361 -1.7775 -3.5037
P 1.7919 3.2318 0.1582
C 2.0435 -1.2386 1.2442
C 3.0180 4.5045 0.3820
H -4.2830 -0.4373 0.3721
H 0.0474 -2.0444 3.8591
H -2.0259 -1.9279 -0.7296
H -1.5349 1.8807 -2.4343
H 0.9215 -4.6246 -0.3733
H -1.7692 -2.3319 2.3271
H -3.9673 -1.3151 1.8831
H 3.5516 -2.9981 -0.8586
H 3.2018 4.9956 -0.5791
H -2.5631 -0.0708 4.0337
H -0.6118 -3.9839 -1.0149
H -5.1168 0.0683 1.8739
O -0.0845 2.5225 1.8845
H -2.5822 -3.1163 -2.6213
H 1.4838 0.0977 -3.6315
H -2.6516 0.7419 -3.1587
H -2.8169 3.2035 1.5763
Co 0.2174 -1.1213 -1.7370
H -1.2927 -2.1126 -4.9190
H -2.9287 -1.5803 -3.4018
C 0.6801 -2.5056 -0.1479
H 2.0493 3.1339 3.7198
H 2.7520 1.9702 -1.6534
P -2.7781 0.7999 1.7767
C 0.4607 -3.7736 -0.9056
C -1.3434 -0.0633 -1.5951
C 1.9638 -1.8070 -0.0428
C 2.0738 2.3423 2.9578
C -3.5258 2.4078 1.3151
H 1.2110 -2.3646 -3.8180
H -1.9954 1.6140 3.9099
C 3.1023 -2.0010 -0.9760
C -0.9795 -2.4194 -3.9080
C -2.7938 0.9189 3.6094
C -0.6067 0.5961 -3.9185
C -0.0119 -2.2245 1.1181
H -1.9263 -3.1180 0.7497
H 4.1074 -1.4364 1.7934
H -4.4820 2.5536 1.8351
H 1.8461 0.9488 -0.5052
H -0.8214 -3.5072 -3.9527
C -2.1301 -2.1533 -2.9063
H 3.1173 2.2163 2.6417
C 0.8318 -1.4791 1.9410
H 3.6442 0.2093 1.3637
C 3.2886 -0.7038 1.8542
H 1.7468 1.4054 3.4393
C 0.4985 -0.3523 -3.4554
H 2.7784 -1.9031 -2.0223
H -0.4696 3.8912 -0.2537
H -1.3325 0.4383 -0.6201
H 0.9027 -3.7330 -1.9111
H -3.6848 2.4286 0.2286
H 0.1431 2.7517 -1.4925
H -1.0040 -3.8998 2.0341
C 0.6045 -1.2155 3.3953
H -3.7676 1.2768 3.9777
C -1.2330 -2.9233 1.5749
H -0.1467 1.5589 -4.1909
H 3.9485 4.0578 0.7433
H 0.6389 4.4830 -1.5397
C -1.6241 0.8423 -2.7789
H 2.6561 5.2292 1.1193
C 1.1526 2.6725 1.8051
H 3.4909 1.5271 -0.0773
H 0.0125 -0.3080 3.5816
H -1.1123 0.2342 -4.8301
C 0.3924 3.6348 -0.8829
H 3.8701 -1.2395 -0.8065
C -4.1842 -0.3283 1.4599
*
```

ΔE to the lowest compared entry with this formula, charge and spin = 255.8 kJ/mol
<S²> = 6.048
HOMO level (alpha / beta) = -6.9 / -10.2 eV
Kohn-Sham gap (alpha / beta) = 0.1043 / 0.2040 hartree
Lowest unoccupied orbital energy (alpha / beta) = -0.151 / -0.169 Eh

Mulliken population analysis, charges in e, atoms 1 to 5:
1. C -1.203
2. H 0.395
3. C 0.648
4. H 0.342
5. C -0.158



No. 3
Molecular formula: C26H48FN3O3PS2Si
Method: DFT, the ωB97M-V functional and the def2-TZVPD basis

Structure (ORCA input):
```
! RIJCOSX wB97M-V def2-TZVPD def2/J DEFGRID3
* xyz 1 1
F -3.4588 2.6176 3.1589
H -0.3815 -1.4939 -2.7227
C 1.9351 0.4499 -3.7604
C -3.4765 -1.3619 -1.5320
C -3.9455 -2.3320 -2.3589
C -3.1040 1.7123 2.1790
H 0.7323 -5.5157 0.9387
C -1.7551 -0.6472 0.6990
H -1.1789 -0.1955 1.5027
H -4.1253 -0.8884 -0.8149
C 1.2499 -4.7195 1.4955
H 2.2210 -0.4249 -3.1820
O 0.6025 -4.0815 2.5050
H 0.0752 2.3040 -3.0703
H -4.0986 3.8197 1.0038
H -0.6300 -2.4937 0.2039
H 2.5050 0.0998 4.5571
O 2.8259 -0.6132 0.8705
C 0.8913 2.3859 -2.3546
C -0.1101 0.4534 -1.0816
C -0.8158 2.9388 -0.7713
H -1.7884 3.3070 1.7701
C 1.4135 -0.7624 0.7778
H 0.9348 -0.0468 1.4460
C 3.4654 1.7127 -2.2349
N 0.3018 1.9252 -1.0266
C -0.8317 -4.0082 2.3551
H -1.0164 1.7476 1.7176
H 0.9996 1.9676 1.3688
H -4.9985 -2.5810 -2.2737
H -1.0966 3.4735 -1.6745
C -1.5826 0.0714 -0.6873
H -1.1873 -4.5886 1.5047
H -2.3525 -2.7672 0.4797
O 2.4060 -4.4362 1.2318
H 2.3504 2.4637 -3.8123
C -2.1444 -1.0075 -1.6359
H 2.4794 -1.6349 4.3927
H 0.9308 0.3650 -4.1776
H 1.1801 -1.7897 1.0450
H -2.8020 -0.5009 0.9579
H 3.6139 2.5299 -1.5327
S -2.5867 5.5331 -0.5239
H 1.9024 -0.1680 -1.1946
H 5.1849 1.2907 2.0234
C 4.2434 1.2774 2.5654
H -2.7819 0.8242 2.7160
C 1.0082 -0.5189 -0.6868
H 3.5406 1.9866 2.1216
H 4.5530 -2.6842 2.7163
C 2.3138 -0.7077 3.8482
C -1.2194 -2.5307 2.2371
H -2.0916 -2.3428 2.8629
C -2.7989 1.4820 -2.2638
H 0.8043 -1.4799 -1.1460
C 2.1294 1.7802 -2.9914
H -1.2514 -4.4090 3.2744
H 5.3067 -1.4411 3.6656
C -1.9059 2.2861 1.3978
H 1.2482 -0.6542 3.6177
P -3.3930 3.7900 -0.2104
H -3.9541 1.4695 1.5426
H 3.6508 0.7755 -1.7123
H -1.3714 -3.2114 -4.0764
H 5.7210 -1.5388 1.9435
C -1.4303 -1.7049 -2.5678
H 4.2682 1.8207 -2.9617
H -0.1563 0.2947 -2.1579
C -1.5000 -2.1592 0.7678
Si 3.5034 -0.4622 2.4046
H 1.0444 3.4584 -2.2453
C 4.9195 -1.6598 2.6672
C -2.1094 2.3974 -0.1278
H -4.3293 3.4060 -1.1905
H 4.3722 1.5356 3.6126
H -0.3668 -1.9816 2.6323
H 2.5938 0.4670 -4.6258
H -0.4599 3.7367 -0.1352
H -3.6712 0.9492 -2.6212
H -1.9493 1.2559 -2.9117
C -1.9810 -2.6852 -3.3558
N -3.2588 -3.0039 -3.2733
S 1.5594 2.3390 0.2018
N -2.5319 1.1985 -0.8408
H -3.0026 2.5349 -2.4553
*
```

HOMO level = -11.7 eV
Kohn-Sham gap = 0.3186 hartree
Lowest unoccupied orbital energy = -0.112 Eh

Mulliken population analysis, charges in e, atoms 1 to 5:
1. F -0.408
2. H 0.155
3. C -1.494
4. C -0.585
5. C -0.476



No. 4
Molecular formula: C26H48GeIN3ORhSi3
Method: DFT, the ωB97M-V functional and the def2-TZVPD basis

Structure (ORCA input):
```
! RIJCOSX wB97M-V def2-TZVPD def2/J DEFGRID3
* xyz 2 2
C 1.2139 2.2463 2.1850
C 2.0397 -2.0258 -1.1776
N -0.2939 -1.3402 1.3837
H -3.3858 3.8938 -0.0840
Si -1.0483 3.9658 -0.8878
C 2.7488 4.6476 -2.5909
C -2.6448 3.1404 -0.3609
H -4.0292 -1.1678 0.4511
H 1.2356 -4.7976 2.1847
C 2.2551 -3.1829 -2.0235
H -3.7473 0.3272 -0.4366
C -0.5042 -3.7979 1.5233
H 1.4674 3.0461 1.5085
C -2.1855 -1.1759 -0.6776
H 4.8700 3.7591 -0.2513
H -0.1112 -0.9353 -5.1802
Rh 0.5156 0.1096 0.0615
H 1.5332 -3.4302 -2.7853
H 1.8554 2.4668 -4.9311
C 3.7045 1.5868 -2.5615
C 1.3465 2.2158 3.5694
C 0.4297 0.3056 2.8563
Si 3.0035 3.0645 -1.6350
H 1.5540 -0.5192 -4.7905
Ge 0.5455 1.9873 -1.3525
I 4.1231 -2.1942 -3.6606
C -0.1344 -0.9653 2.6209
H 0.8113 5.2589 0.1658
H -2.8397 -0.0167 1.0477
H -2.4919 2.5000 0.5086
H -2.3818 0.8208 -4.6214
C 3.8572 3.4183 -0.0128
H -0.1794 5.2589 -2.8440
H 0.4400 3.5222 -4.7330
H -1.6053 4.3305 -3.3164
H -2.2620 0.8158 -2.8614
H -0.7570 5.9505 0.5616
H 3.9403 2.5469 0.6354
H 0.9004 -4.4864 4.6148
N 0.6610 1.1005 1.7413
H 4.1601 1.8918 -3.5062
H 2.1585 5.3724 -2.0304
H 2.9417 -3.9555 -1.7116
O 1.1417 -1.1788 -1.4500
H 0.4899 2.3331 -6.0291
H -1.2763 -0.5394 -0.7203
C 0.8325 0.9879 4.0010
H -3.2578 -3.5849 -1.2042
C -1.9107 1.3128 -3.7661
C -1.2010 -4.9313 1.1120
H 1.2333 -3.0850 2.5926
C -0.2170 5.0096 0.4344
H -0.2109 4.5113 1.4029
C 0.5357 -0.5232 -4.4010
C -1.1572 4.9099 -2.5109
C -3.2627 -0.4573 0.1435
H -2.2613 2.3431 -3.7524
C -0.8622 -2.5623 0.9644
C 0.0716 -4.3434 3.9228
H -1.7798 5.7963 -2.3681
H 3.3811 4.2186 0.5540
H -0.4647 -1.5796 3.4534
H -0.5810 -3.5672 4.3244
H 2.2869 4.5052 -3.5659
H 1.7476 2.9992 4.1892
H 0.5058 -1.2010 -3.5522
H -2.7356 -5.7534 -0.1378
H 4.4797 1.1003 -1.9664
H -0.9462 -5.8864 1.5542
C -2.1990 -4.8626 0.1578
N 2.8354 -1.8583 -0.1133
H 3.6498 -2.4453 -0.0123
C -1.8220 -2.4961 -0.0605
C 0.6058 -3.9758 2.5333
Si -0.0500 1.1842 -3.9553
H 2.8716 -0.9485 0.3255
H 0.7798 0.6327 5.0166
C -2.4938 -3.6460 -0.4394
C 0.7677 2.5148 -4.9864
H -2.5442 -1.3465 -1.6938
H 2.9418 0.8399 -2.7784
H -0.5015 -5.2681 3.8845
H -3.0749 2.5383 -1.1611
H 3.7363 5.0898 -2.7535
*
```

ΔE to the lowest compared entry with this formula, charge and spin = 161.3 kJ/mol
<S²> = 0.767
HOMO level (alpha / beta) = -12.9 / -12.9 eV
Kohn-Sham gap (alpha / beta) = 0.1566 / 0.1538 hartree
Lowest unoccupied orbital energy (alpha / beta) = -0.317 / -0.320 Eh

Mulliken population analysis, charges in e, atoms 1 to 5:
1. C -0.361
2. C 1.041
3. N 0.768
4. H 0.563
5. Si 0.273



No. 5
Molecular formula: C26H49AsN5OPtSi2
Method: DFT, the ωB97M-V functional and the def2-TZVPD basis

Structure (ORCA input):
```
! RIJCOSX wB97M-V def2-TZVPD def2/J DEFGRID3
* xyz 1 1
H 4.8053 -0.4585 -0.9154
H 1.9760 -4.0884 3.5349
H 3.1148 -3.4326 1.1318
C 1.1783 -0.4866 -3.2826
H -3.1483 -4.9586 -0.8151
H -1.9018 -1.2739 -2.6613
H -1.2066 4.5144 0.5296
H 2.1094 -0.1552 -5.1658
H 2.7673 -0.1988 2.2039
H 4.4081 -0.5645 0.8119
H -3.2860 -0.0472 4.0412
O 1.7487 0.4109 -0.5703
C -2.0976 -3.2322 1.9046
H 0.5808 -3.3548 4.3237
H -1.1398 -0.3586 5.5402
C -2.2395 3.4225 -2.4342
H 2.0654 -0.2774 -2.7026
C -0.7172 -1.0348 4.7913
H 2.6364 2.8440 -2.1863
H -1.7195 -3.2585 -1.9043
H -1.6429 4.1203 -3.0255
N -0.0130 -0.6355 -6.7291
N -1.2403 1.6923 -0.9682
C -1.5694 2.0226 -2.3615
H -2.1549 -3.2038 2.9850
H -2.2413 1.2517 -2.7431
C -3.1924 3.0547 -0.2793
C 3.0161 2.5738 1.1169
H -2.2273 1.4122 0.8310
Si -1.0125 -0.2364 3.1050
C 2.1770 -3.0311 0.7316
H -0.6489 1.9804 -2.9508
C -2.6525 -4.2079 -0.2170
C -0.2610 1.4846 3.1896
H 0.3297 -1.1960 5.0533
H -3.3210 3.4970 0.7111
H -3.2260 3.3631 -2.8976
H -2.0539 -1.2558 -5.0997
N 0.1028 -0.8174 -2.5603
H 2.2491 2.2657 1.8190
C -2.7883 -4.1768 1.1677
H 1.6034 -3.8833 0.3579
H 0.3623 -4.3863 2.9075
C 0.0263 -0.7089 -5.3771
H 3.9745 2.6421 1.6294
H 3.7764 1.5829 -2.7093
H 2.4036 -2.3812 -0.1133
N -2.3968 3.9783 -1.0907
Si 1.2722 -2.1899 2.1553
C -1.8618 -3.2610 -0.8333
C -1.1075 -1.0408 -4.6210
H -0.5083 4.8568 -1.0499
H -3.4163 -4.9040 1.6658
Pt -0.0037 -0.7894 -0.3827
C 4.6289 0.1159 -0.0077
C 1.1931 -0.4218 -4.6544
C -2.4841 1.6781 -0.1931
H -0.2925 1.8418 4.2219
C 2.4597 -0.9469 2.9380
H 0.5357 2.7478 -1.0911
H 5.5105 0.7112 0.2279
H -3.1131 0.8739 -0.5844
N -1.2310 -2.3289 -0.1160
C -1.2845 -2.3257 1.2327
C 3.5186 2.2708 -1.9064
H -0.0357 2.4622 0.5461
As 3.1279 1.2806 -0.3052
C -0.3556 2.7453 -0.4579
H -3.3835 -0.8990 2.5055
H 2.7521 3.5430 0.6977
H 0.7798 1.4890 2.8715
C -1.0175 -1.0714 -3.2510
H -0.8134 2.2020 2.5802
C 1.0032 -3.6218 3.3544
H -3.2227 0.8521 2.5383
H 3.3545 -1.4566 3.3042
H -1.2373 -1.9905 4.8956
H 0.8366 -0.5320 -7.2535
H 2.0262 -0.4058 3.7810
H -0.8137 -0.9763 -7.2292
C -1.0754 4.1174 -0.4794
H -4.1838 2.9680 -0.7276
C -0.3296 -1.2840 1.6753
H 4.3542 2.9469 -1.7257
C -2.8952 -0.0693 3.0206
*
```

HOMO level = -9.7 eV
Kohn-Sham gap = 0.2868 hartree
Lowest unoccupied orbital energy = -0.069 Eh

Mulliken population analysis, charges in e, atoms 1 to 5:
1. H 0.371
2. H 0.413
3. H 0.404
4. C -0.397
5. H 0.462



No. 6
Molecular formula: C26H49N5O2
Method: DFT, the ωB97M-V functional and the def2-TZVPD basis

Structure (ORCA input):
```
! RIJCOSX wB97M-V def2-TZVPD def2/J DEFGRID3
* xyz -2 1
H -0.1079 -0.3975 -3.0135
H 1.4664 -3.6525 -1.6127
O -2.7982 0.1906 2.0969
C 0.9787 -3.6309 -0.6381
N -2.4102 -1.9639 2.2628
N 1.3350 -5.1476 3.0409
H 1.1545 0.9322 1.7688
C 0.3124 0.9455 1.0768
H 2.8589 2.4283 1.6587
H 1.9667 -1.8263 0.1143
C 1.7676 -2.8512 0.4273
C 0.4537 0.9010 3.7713
H 0.6507 4.0375 1.6204
H 0.9222 -4.7002 -0.4344
C 0.1252 0.6570 -2.8656
H 0.6758 0.7960 -1.9353
H -0.4936 1.2062 1.7627
H 3.7827 2.7120 0.1752
H -2.2293 0.7944 -4.5232
H -3.2610 -2.3277 -3.1614
H -0.9711 -2.0569 -0.5983
H 3.2751 -0.6744 -1.4269
H -2.1510 2.5862 -0.0657
H -3.6042 -3.2488 -0.6432
C 1.1201 -2.8603 1.7915
H -4.2113 1.2560 -0.8693
H -1.4661 2.3132 -4.8979
C -3.1675 1.0833 1.0908
N -0.4640 0.1480 3.6336
N 5.8314 1.2891 1.8412
H 1.8838 1.0025 -0.3112
H -3.0842 -4.0641 -3.0696
H -1.8808 -0.3921 -0.5361
N 1.5930 1.4690 -4.9205
C -1.8736 1.7172 0.5309
C 1.5940 1.8195 3.9009
H 4.7225 0.1371 -0.7811
H -2.2859 -0.9116 -0.6913
H 3.5825 0.9458 -1.9024
H -3.8346 1.8402 1.5033
H 0.0673 -2.6299 1.6281
H 0.1060 2.2794 1.8296
H -0.8653 2.5986 -2.3581
C 3.6753 0.2682 -1.0537
H 1.5769 2.8128 1.0634
C -0.8643 -0.1917 -0.8747
H -1.2437 1.1157 -0.1244
C 0.1713 -0.3124 0.2197
H -0.8428 0.7584 -1.4086
H -1.3277 2.2814 1.2871
H -2.1060 -3.9808 -0.7517
H -4.7650 0.0770 0.3949
C 0.9070 3.0154 1.8991
C 1.4457 3.1611 3.2538
H 2.4425 1.1925 3.6272
H -2.8916 2.2333 -3.8811
H -1.7119 1.0775 -2.1387
C 2.8398 0.7430 0.1436
O -0.1233 -1.3466 1.1356
H 0.7572 3.7719 3.8376
H -3.2672 -0.2273 -0.5125
C 1.2214 -4.1506 2.4884
H -1.7041 -3.0304 -3.1432
H 2.7883 -3.2166 0.5405
C -2.6888 -3.1239 -2.6852
H 2.6490 -0.0557 0.8605
H 1.1511 -0.4206 -0.2454
C 0.9707 1.0640 -4.0025
C -2.2682 -1.9250 1.1102
H -0.0063 -3.1640 -0.6459
H 2.4323 3.6116 3.3624
H 0.5743 1.7041 0.3392
H 1.6906 2.0372 4.9646
H 1.4639 -2.0548 2.4403
C -3.9133 0.5463 -0.0975
C -1.9367 1.7514 -4.0910
C 4.7950 1.6219 1.4366
C -2.0200 -1.9091 -0.3414
C -2.6335 -3.0992 -1.1158
C -1.0361 1.6177 -2.8016
C 3.4538 1.9493 0.8810
H -0.7216 -0.9539 -1.6407
*
```

ΔE to the lowest compared entry with this formula, charge and spin = 1857.6 kJ/mol
HOMO level = 0.2 eV
Kohn-Sham gap = 0.1549 hartree
Lowest unoccupied orbital energy = 0.164 Eh

Mulliken population analysis, charges in e, atoms 1 to 5:
1. H 0.361
2. H 0.382
3. O -0.812
4. C -0.979
5. N -0.839



Computed DFT total energy (a.u.) in order:
-3582.56694 -3159.75138 -2936.27880 -4612.09330 -4303.06511 -1443.39293